Density functional theory data (ωB97M-V with the def2-TZVPD basis set) for 2 unconnected molecules or ions with the total composition C10H17N4OS in a non-equilibrium geometry.

total energy	-1083.09088	hartree
Kohn-Sham gap	7.31	eV
2S+1	1
ΔE to the lowest compared entry with this formula, charge and spin	319.7	kJ/mol
charge	+1

Each line ends with the Löwdin charge.
CARTESIAN COORDINATES (ANGSTROEM)
1 C 0.10 -2.32 -2.93  0.1493
2 C -0.88 -2.51 -1.91  -0.0426
3 N -2.10 -2.53 -1.03  -0.0635
4 N -3.15 -3.35 -1.42  0.0324
5 C -4.29 -3.18 -0.40  0.0639
6 N -3.93 -2.19 0.70  0.1222
7 C -2.53 -1.81 0.21  -0.1630
8 N -1.79 -0.89 0.90  0.0412
9 C -0.42 -0.36 0.58  -0.1842
10 C -0.39 0.67 -0.72  -0.2202
11 C -0.75 2.23 -0.35  -0.5389
12 S -1.93 2.45 1.09  0.6094
13 H 0.80 -2.20 -3.88  0.1021
14 H -3.15 -3.97 -2.27  0.1820
15 H -5.28 -3.79 -0.54  0.1559
16 H -2.25 -0.50 1.78  0.1658
17 H 0.00 0.16 1.57  0.1490
18 H 0.28 -1.26 0.31  0.1239
19 H -1.01 0.27 -1.64  0.1099
20 H 0.75 0.66 -1.09  0.1244
21 H 0.20 2.90 -0.14  0.0696
22 H -1.28 2.69 -1.32  0.0985
23 H -2.76 3.57 0.93  -0.1106
24 C 3.27 1.53 2.42  -0.0220
25 C 3.16 1.93 0.97  -0.4862
26 O 2.32 2.75 0.60  0.0293
27 C 4.11 1.29 0.00  -0.0238
28 H 2.52 2.07 3.00  0.0882
29 H 3.09 0.46 2.52  0.0836
30 H 4.26 1.79 2.80  0.0924
31 H 3.97 0.21 0.00  0.0839
32 H 5.14 1.54 0.27  0.0922
33 H 3.92 1.68 -1.01  0.0862